No. 1
25
Properties=species:S:1:pos:R:3:forces:R:3:mulliken_charge:R:1 method="wB97M-V/def2-TZVPD" lumo_ev=0.325 orbital_gap_ev=9.09 de_lowest_kj_mol=258.70 max_force_ev_per_a=6.04
C 1.669127 1.216176 0.094240 -5.008 -0.605 -3.155 -0.03
C 0.949851 0.005972 -0.193076 -2.713 1.180 0.588 0.30
H -3.114116 1.827021 -0.643253 0.849 -0.738 1.977 0.27
N 0.603437 -2.344234 -0.152053 1.268 2.419 -0.228 -0.65
H -1.152433 1.316750 -1.486776 0.922 1.265 -2.059 0.52
N 2.851608 1.070982 0.468921 3.899 0.253 0.352 -0.58
C 3.425405 -0.151675 0.420727 0.113 -2.388 1.840 -0.16
H 0.036931 2.582510 -0.129282 2.658 -0.302 -0.483 0.17
H -3.913181 0.758511 1.767344 -0.554 0.811 -0.578 0.37
O -4.040442 -0.786847 0.288334 -1.429 4.459 -3.811 -0.54
H 4.476146 -0.162706 0.877888 -1.521 -0.269 -1.267 0.30
H -2.754725 -0.453413 1.726873 0.369 1.449 -1.189 0.28
C -3.301823 0.270793 1.015702 0.959 -3.141 -0.015 -0.68
H -1.383604 -2.008547 -0.883241 0.792 -0.439 1.025 0.33
H 1.653536 3.274004 -0.218454 -0.551 -0.700 0.077 0.28
C -2.421686 1.205903 0.088990 -2.987 -0.654 -0.304 -0.38
N -0.457270 -0.261824 -0.396932 2.398 -1.124 -0.366 0.26
C 1.487389 -1.247664 -0.025865 2.550 -0.818 0.587 0.83
C -1.554021 0.510153 -0.989939 -0.793 -1.855 2.986 -0.83
H -4.463435 -0.196799 -0.590609 1.480 -2.867 3.768 0.33
N 1.076483 2.439155 -0.405280 -0.908 -0.122 1.810 -0.46
N 2.812510 -1.372246 0.204175 1.331 2.744 0.641 -0.57
C -0.431311 -1.641787 -0.421930 -4.807 -0.066 -1.765 -0.03
H -2.217154 -0.204882 -1.566520 0.925 1.109 0.368 0.36
H -1.989384 1.832256 0.874452 0.757 0.399 -0.800 0.30


No. 2
24
Properties=species:S:1:pos:R:3:forces:R:3:mulliken_charge:R:1 method="wB97M-V/def2-TZVPD" lumo_ev=0.312 orbital_gap_ev=9.13 de_lowest_kj_mol=304.24 max_force_ev_per_a=6.39
H 2.736877 0.162762 3.605768 2.401 1.238 2.193 0.50
C 0.618815 -0.277012 3.498073 1.357 -0.404 -0.308 -0.41
O -2.577535 -1.468518 0.589871 1.160 -0.481 -0.116 -0.58
H -1.911751 0.206110 -1.114988 -0.858 0.213 0.179 0.47
C 1.250747 -0.945784 0.932308 -3.336 -2.494 -1.658 0.03
H -1.047280 -0.175308 -3.528751 0.064 -0.002 0.045 0.31
H -1.526506 -0.725256 2.926443 1.132 -0.287 0.297 0.40
S 1.296671 -1.453519 -0.830141 -1.778 0.671 1.244 -0.07
H -0.290379 0.964050 -0.725544 -1.177 -1.345 -0.776 0.17
H 0.528071 0.230657 -2.755143 0.430 -0.027 -1.019 0.29
H 0.304830 0.000400 4.487267 0.463 0.362 0.408 0.37
C 2.002266 -0.228655 3.047365 -6.166 -0.981 -1.342 -0.68
C -0.527096 0.469504 -2.822349 0.744 0.569 1.391 -0.33
C -0.871753 0.148896 -1.345436 1.363 1.473 0.842 -0.54
C -0.064362 -1.238827 1.475900 1.446 0.443 -1.008 0.27
H 3.181269 -0.150844 1.372665 0.900 -0.215 -0.922 0.42
C -0.762528 1.983916 -3.101590 0.151 -0.009 -0.257 -1.02
H -0.332815 2.640785 -2.252108 -1.202 -1.078 -1.152 0.30
H -0.241307 2.394631 -4.040704 -0.977 -0.949 1.177 0.31
N -0.443256 -1.183742 -0.943256 0.848 -1.299 -1.383 -0.20
S -1.228505 -2.057939 0.360843 0.136 1.831 -0.561 0.46
C 2.232189 -0.487810 1.694431 1.236 1.067 2.067 -0.34
C -0.435656 -0.779154 2.696422 0.352 0.535 0.401 -0.38
H -1.891006 1.970657 -3.227346 1.311 1.169 0.259 0.26


No. 3
96
Properties=species:S:1:pos:R:3:forces:R:3:lowdin_spin:R:1 method="wB97M-V/def2-TZVPD" total_charge=+1 spin_multiplicity=2 lumo_ev="-2.918 / -4.515" orbital_gap_ev="6.51 / 4.90" de_lowest_kj_mol=151.47 max_force_ev_per_a=1.77
N 0.594234 1.983659 0.213303 0.253 0.205 -0.089 0.01
C -5.317390 -0.826687 0.236483 0.024 0.730 0.236 0.00
C 2.875385 0.145541 1.379004 0.023 0.060 -0.066 0.01
H -5.024313 -0.355572 2.618318 0.050 -0.035 0.010 0.00
H -4.039095 2.122875 -0.917788 0.005 -0.004 0.007 0.00
Ir 0.055129 0.097895 0.155246 -1.030 1.297 0.631 0.43
N -0.386906 0.553510 2.117489 0.319 0.189 -0.118 0.00
N -6.886365 -2.080943 1.456054 -0.441 1.247 0.935 0.00
N 0.789203 -3.006612 -0.569369 0.244 -0.305 -0.284 0.00
H -5.613012 -4.685351 4.937009 0.002 0.004 0.004 0.00
C 1.704384 -3.783763 0.007747 -0.048 -0.042 -0.005 0.00
C -5.128677 -1.322379 3.092629 -0.246 0.177 0.157 0.00
H 3.071389 -2.020328 -4.862382 0.022 -0.013 0.005 0.00
H -1.109115 0.628865 -2.847816 0.003 -0.028 0.044 0.00
H 0.435436 0.777734 -3.691663 -0.020 0.044 -0.014 0.00
H 4.326380 -1.374226 0.155008 0.001 -0.021 -0.004 0.01
H 0.690622 -7.775915 -0.870412 -0.001 0.005 -0.001 0.00
H 3.201497 -1.756025 2.370100 -0.032 -0.006 0.015 0.00
H 0.717480 -1.777767 2.226836 0.089 -0.062 0.057 0.00
H 0.541994 5.933948 2.301070 -0.014 0.003 -0.008 0.00
H -2.676170 -4.505042 1.291538 0.009 0.004 -0.010 0.00
H 0.774441 -7.388511 -2.586613 0.004 0.008 0.000 0.00
C 1.080998 -5.713319 -1.271329 -0.022 0.016 -0.017 0.00
O -1.688195 1.071936 -0.295830 -0.302 -0.011 -0.195 0.00
C 0.102313 4.951176 2.433201 -0.011 0.039 -0.111 0.00
H 2.188567 -0.863814 4.619534 0.043 -0.050 -0.029 0.00
H 1.071808 4.478941 0.663688 0.040 -0.028 0.021 0.00
H 2.645143 -5.695496 0.212229 -0.011 -0.004 0.002 0.00
C 0.605267 -1.350789 3.228287 -0.034 0.148 -0.101 0.00
H 1.206910 -1.007495 -4.026431 0.005 0.018 0.003 0.00
H -0.664796 -3.068001 1.170115 -0.030 -0.015 -0.048 0.00
C 3.129739 -1.754343 -3.813152 -0.036 0.030 -0.035 -0.02
H 3.861173 0.293814 0.940555 -0.006 0.124 0.014 0.00
H -6.197122 0.928513 -0.526749 0.009 0.021 0.022 0.00
H 2.035044 2.092426 -1.278674 0.009 0.022 -0.015 0.00
C -5.472650 -3.751161 4.411463 0.020 0.039 0.044 0.00
N -6.627708 -1.249634 0.562743 0.291 -1.373 -0.961 0.00
Br -3.389111 -3.279322 6.291411 0.014 0.005 0.022 0.00
C -2.854814 0.496489 -0.203608 0.010 -0.107 0.046 0.00
H 0.424504 -2.181819 3.912094 -0.076 0.039 0.027 0.00
C -4.101031 -1.550312 0.425681 -0.021 -0.096 -0.189 0.00
H 5.088371 -2.555256 -3.767790 -0.020 -0.004 -0.016 0.01
C -2.776833 -3.467372 1.005478 -0.082 -0.004 0.039 0.00
H -0.890328 2.702396 -1.891534 -0.017 0.007 -0.033 0.00
C -2.889276 -0.859267 0.242976 0.060 0.063 -0.060 0.00
C 4.320136 -2.086339 -3.166590 0.005 -0.021 0.027 0.13
H -4.885913 -3.540487 0.766940 -0.021 0.020 0.036 0.00
C 4.614477 -1.893170 -1.831318 0.035 -0.030 0.031 -0.03
C 3.845227 -1.350251 -0.812798 0.035 0.012 0.005 0.12
C -0.054828 0.873373 -2.724720 0.053 0.049 0.027 0.01
C 1.209884 -7.167664 -1.613677 0.013 -0.012 0.003 0.00
N 0.562062 -0.039886 -1.769192 0.118 -0.258 0.113 0.07
C -4.509054 -2.849735 4.831380 -0.024 -0.005 -0.071 0.00
H -3.636640 -0.907184 4.572403 -0.020 0.006 0.015 0.00
H -7.032445 -4.109136 2.972091 0.029 -0.014 -0.017 0.00
C -1.307329 2.386961 3.351009 0.083 -0.052 -0.067 0.00
H -1.956716 1.652832 3.809530 0.009 -0.004 0.021 0.00
H -0.504501 -5.287837 -2.668662 0.006 -0.003 0.008 0.00
C -4.357750 -1.621597 4.198169 -0.045 -0.026 0.099 0.00
C -1.405801 3.654195 3.873719 0.034 0.066 0.075 0.00
C -6.258611 -3.433421 3.313488 0.090 -0.020 -0.079 0.00
N -1.668375 -1.423565 0.479729 0.523 -0.385 -0.221 0.03
C -5.254920 0.437621 -0.316971 -0.015 -0.066 0.171 0.00
C 0.035692 -3.569103 -1.513879 0.019 0.063 -0.024 0.00
H 0.416153 2.969120 -3.041693 0.029 -0.021 0.000 0.00
C 1.702258 -0.673977 -2.010037 -0.147 -0.043 0.117 -0.03
C -4.049579 1.113098 -0.530287 0.121 -0.063 0.007 0.00
C -0.513687 1.861005 2.301472 0.033 -0.005 -0.051 0.00
C 0.083559 2.341236 -2.213633 -0.053 -0.141 0.077 0.01
H -0.879489 5.690473 4.141604 -0.023 0.000 -0.009 0.00
C -0.723176 4.816039 3.524614 -0.045 -0.058 0.012 0.00
H -1.513126 -0.994916 2.990817 -0.050 0.047 0.079 0.00
N 1.981967 -0.329569 0.311404 0.226 -0.768 -0.142 0.13
C 1.063846 2.543045 -1.048498 -0.011 0.056 0.046 0.00
C 1.883325 -5.121320 -0.300511 0.014 -0.007 0.026 0.00
H 2.253583 -7.480154 -1.618089 0.000 0.002 -0.003 0.00
C 0.440273 4.048035 1.426727 0.057 0.038 0.109 0.00
C -1.630681 -2.669270 0.906634 0.015 0.148 0.119 0.01
H -0.694131 -2.918051 -1.988543 -0.011 -0.018 0.018 0.00
C -6.054539 -2.250748 2.611547 0.306 -0.514 -0.318 0.00
C -0.601366 -0.422191 3.182532 -0.280 -0.030 -0.212 0.00
C 2.012205 -1.134168 -3.314715 0.090 0.114 -0.054 0.11
C 3.026556 -0.709009 2.638870 -0.011 0.014 -0.054 0.01
C 1.868336 -0.573001 3.618155 0.027 -0.058 0.033 0.00
H 2.327927 -3.308996 0.760366 -0.009 -0.014 0.014 0.00
C 0.163766 2.688272 1.272582 -0.133 -0.167 0.036 0.00
H 3.940650 -0.360072 3.126335 0.011 -0.009 -0.016 0.00
H 1.228228 3.611062 -0.942369 0.028 0.016 -0.047 0.00
C -4.000600 -2.921853 0.739147 -0.002 -0.088 -0.041 0.00
H 1.629486 0.493311 3.673635 -0.011 -0.005 0.108 0.00
H 2.521516 1.142078 1.655739 -0.099 -0.053 0.049 0.00
H -2.107066 3.749399 4.695974 0.012 -0.001 0.006 0.00
H -0.723876 0.085191 4.140134 0.075 -0.015 0.037 0.00
C 2.542560 -0.825109 -0.811135 -0.140 -0.015 -0.033 -0.04
H 5.593056 -2.238753 -1.517875 -0.002 0.013 0.010 0.00
C 0.141768 -4.895906 -1.893199 0.005 -0.010 -0.006 0.00